Version i
{"formula": "C30H90O15", "method": "wB97M-V/def2-TZVPD", "orbital_gap_ev": 9.39, "mol_weight_g_mol": 691.0, "species": ["C", "C", "O", "H", "H", "H", "H", "H", "H", "C", "C", "O", "H", "H", "H", "H", "H", "H", "C", "C", "O", "H", "H", "H", "H", "H", "H", "C", "C", "O", "H", "H", "H", "H", "H", "H", "C", "C", "O", "H", "H", "H", "H", "H", "H", "C", "C", "O", "H", "H", "H", "H", "H", "H", "C", "C", "O", "H", "H", "H", "H", "H", "H", "C", "C", "O", "H", "H", "H", "H", "H", "H", "C", "C", "O", "H", "H", "H", "H", "H", "H", "C", "C", "O", "H", "H", "H", "H", "H", "H", "C", "C", "O", "H", "H", "H", "H", "H", "H", "C", "C", "O", "H", "H", "H", "H", "H", "H", "C", "C", "O", "H", "H", "H", "H", "H", "H", "C", "C", "O", "H", "H", "H", "H", "H", "H", "C", "C", "O", "H", "H", "H", "H", "H", "H"], "xyz": [[7.91634, -25.63580, -9.68512], [7.35734, -24.29007, -9.46985], [6.98338, -24.21517, -8.14374], [7.23274, -26.48110, -9.60603], [8.74903, -25.90366, -9.03474], [8.30042, -25.64709, -10.70515], [6.43744, -24.24690, -10.05297], [8.06168, -23.50819, -9.75390], [7.78093, -24.08817, -7.62471], [1.53543, -25.12006, -4.11072], [2.88039, -24.34387, -3.94691], [3.26397, -24.17919, -2.58318], [1.65931, -26.15084, -3.77869], [1.22423, -25.15525, -5.15476], [0.74662, -24.69824, -3.48786], [2.85850, -23.34620, -4.38539], [3.63053, -24.89498, -4.51406], [3.53741, -25.04096, -2.26042], [5.19755, -20.96906, -8.20763], [6.10351, -21.10873, -6.96522], [5.70831, -22.38372, -6.43290], [5.45918, -21.73675, -8.93585], [5.14509, -19.99323, -8.69043], [4.16105, -21.14265, -7.91846], [5.83988, -20.29142, -6.29394], [7.15110, -20.97223, -7.23358], [5.94633, -23.12205, -6.99843], [8.47327, -27.00179, 1.49730], [7.12802, -27.00066, 0.82393], [7.10954, -27.69164, -0.38248], [9.28931, -26.69345, 0.84376], [8.74873, -28.01922, 1.77488], [8.51214, -26.25896, 2.29403], [6.73932, -26.01262, 0.57737], [6.41957, -27.33861, 1.58023], [7.18927, -28.63680, -0.23441], [11.42972, -25.50862, -3.30307], [12.85781, -26.06070, -3.55139], [13.04090, -26.36682, -4.94646], [11.22366, -24.64357, -3.93341], [11.21750, -25.18916, -2.28277], [10.69897, -26.25502, -3.61449], [13.01575, -26.97357, -2.97708], [13.58226, -25.29677, -3.26911], [13.98603, -26.50620, -5.04080], [7.57488, -21.59406, -3.70590], [6.17574, -21.91428, -3.11047], [5.09476, -21.22983, -3.71330], [8.40824, -22.09939, -3.21780], [7.76852, -20.53195, -3.55579], [7.65562, -21.80184, -4.77286], [6.19653, -21.80421, -2.02624], [5.94556, -22.94640, -3.37476], [5.08394, -21.62825, -4.58666], [8.50569, -29.50017, -3.32122], [8.13888, -30.94015, -3.03230], [7.91513, -31.69033, -4.23583], [9.49124, -29.43996, -3.78292], [8.51777, -28.87128, -2.43102], [7.83227, -29.02721, -4.03599], [7.28322, -30.93040, -2.35713], [8.95013, -31.40480, -2.47189], [6.97255, -31.81033, -4.37266], [11.42428, -28.23654, -7.91167], [10.44829, -27.78213, -6.83252], [10.80847, -26.48776, -6.42621], [11.32721, -27.66060, -8.83198], [11.21875, -29.28500, -8.12750], [12.40664, -28.17065, -7.44399], [10.43956, -28.51779, -6.02827], [9.42631, -27.75155, -7.21030], [11.54005, -26.54976, -5.80770], [8.47418, -22.98884, 1.09609], [8.28922, -23.28962, -0.41231], [9.23330, -24.23491, -0.73293], [7.72093, -22.23846, 1.33620], [9.44912, -22.53826, 1.28206], [8.35422, -23.81798, 1.79339], [8.48438, -22.40249, -1.01482], [7.31899, -23.69351, -0.70151], [8.89753, -24.71836, -1.49130], [11.09005, -29.41214, 0.27502], [11.34452, -28.41835, -0.82605], [12.43045, -27.60911, -0.39076], [10.32438, -30.14108, 0.00953], [10.70278, -28.84430, 1.12100], [11.98629, -29.96134, 0.56355], [10.47363, -27.79994, -1.04334], [11.67563, -28.99313, -1.69097], [12.08583, -26.84287, 0.07369], [2.83599, -24.46164, -7.98213], [3.88283, -25.52783, -7.78383], [3.21566, -26.69464, -7.41766], [2.30551, -24.23029, -7.05846], [2.12652, -24.69382, -8.77638], [3.43601, -23.61322, -8.31119], [4.63413, -25.30875, -7.02511], [4.51267, -25.73523, -8.64891], [3.89044, -27.37711, -7.39510], [11.68558, -22.86801, -7.41287], [10.39042, -22.93176, -6.62752], [9.49965, -23.91746, -7.11305], [11.48720, -22.63708, -8.45949], [12.17629, -23.84013, -7.46068], [12.33064, -22.05404, -7.08204], [9.90457, -21.95719, -6.67509], [10.60761, -23.17245, -5.58685], [9.93542, -24.75534, -6.94082], [1.93687, -25.89027, -0.17771], [3.25533, -26.59755, 0.13705], [4.23058, -26.17438, -0.81140], [1.60881, -26.01924, -1.20914], [2.16235, -24.84148, 0.01541], [1.14946, -26.33384, 0.43166], [3.13221, -27.67891, 0.07714], [3.69686, -26.42633, 1.11881], [5.02739, -26.70673, -0.75396], [4.06290, -28.33489, -4.04935], [3.69258, -29.24934, -2.84790], [3.11181, -30.45973, -3.29713], [3.17164, -27.86056, -4.46017], [4.46412, -28.83610, -4.93020], [4.72739, -27.53260, -3.72859], [3.04975, -28.72385, -2.14169], [4.65631, -29.46777, -2.38790], [2.32643, -30.63348, -2.77312], [7.61715, -25.29855, -4.64638], [7.16826, -26.00267, -3.36556], [8.19623, -26.09344, -2.43301], [6.77445, -25.22227, -5.33350], [8.43668, -25.85141, -5.10553], [7.91215, -24.26302, -4.47682], [6.74424, -27.00170, -3.46677], [6.35672, -25.43678, -2.90808], [7.90230, -26.72521, -1.77266]], "lowdin_charge": [-0.091, -0.337, -0.108, 0.079, 0.064, 0.080, 0.117, 0.123, 0.042, -0.070, -0.289, -0.087, 0.047, 0.058, 0.070, 0.107, 0.092, 0.020, -0.083, -0.273, -0.117, 0.062, 0.068, 0.070, 0.109, 0.104, 0.033, -0.067, -0.319, -0.081, 0.062, 0.070, 0.082, 0.114, 0.119, 0.107, -0.056, -0.248, -0.098, 0.064, 0.069, 0.061, 0.096, 0.114, 0.099, -0.077, -0.296, -0.074, 0.052, 0.074, 0.044, 0.104, 0.090, 0.032, -0.082, -0.306, -0.065, 0.069, 0.048, 0.073, 0.101, 0.106, 0.079, -0.072, -0.314, -0.108, 0.074, 0.073, 0.072, 0.104, 0.108, 0.022, -0.060, -0.335, -0.099, 0.068, 0.073, 0.054, 0.094, 0.109, 0.026, -0.087, -0.326, -0.079, 0.068, 0.053, 0.084, 0.096, 0.111, 0.084, -0.053, -0.349, -0.076, 0.064, 0.082, 0.061, 0.091, 0.105, 0.079, -0.074, -0.292, -0.095, 0.073, 0.072, 0.077, 0.113, 0.097, 0.049, -0.059, -0.297, -0.103, 0.061, 0.086, 0.078, 0.096, 0.108, 0.050, -0.064, -0.297, -0.069, 0.056, 0.074, 0.046, 0.101, 0.091, 0.081, -0.026, -0.302, -0.097, 0.070, 0.066, 0.064, 0.084, 0.102, 0.037]}

Version ii
{"formula": "C30H90O15", "method": "wB97M-V/def2-TZVPD", "orbital_gap_ev": 9.53, "mol_weight_g_mol": 691.0, "species": ["C", "C", "O", "H", "H", "H", "H", "H", "H", "C", "C", "O", "H", "H", "H", "H", "H", "H", "C", "C", "O", "H", "H", "H", "H", "H", "H", "C", "C", "O", "H", "H", "H", "H", "H", "H", "C", "C", "O", "H", "H", "H", "H", "H", "H", "C", "C", "O", "H", "H", "H", "H", "H", "H", "C", "C", "O", "H", "H", "H", "H", "H", "H", "C", "C", "O", "H", "H", "H", "H", "H", "H", "C", "C", "O", "H", "H", "H", "H", "H", "H", "C", "C", "O", "H", "H", "H", "H", "H", "H", "C", "C", "O", "H", "H", "H", "H", "H", "H", "C", "C", "O", "H", "H", "H", "H", "H", "H", "C", "C", "O", "H", "H", "H", "H", "H", "H", "C", "C", "O", "H", "H", "H", "H", "H", "H", "C", "C", "O", "H", "H", "H", "H", "H", "H"], "xyz": [[-2.40400, -1.39781, -5.53888], [-1.66141, -1.16155, -4.23365], [-2.48601, -1.47008, -3.10468], [-1.75183, -1.23262, -6.39923], [-3.24409, -0.70923, -5.64139], [-2.80401, -2.40986, -5.61391], [-1.41165, -0.10057, -4.16862], [-0.73835, -1.74070, -4.19293], [-2.31050, -2.37814, -2.83954], [-5.21664, 0.08209, 1.78191], [-4.68401, 1.48467, 1.48856], [-3.48975, 1.38733, 0.69208], [-4.63310, -0.48856, 2.50530], [-5.21564, -0.49447, 0.85380], [-6.24142, 0.09521, 2.16396], [-4.38633, 1.99793, 2.40168], [-5.46752, 2.03122, 0.96811], [-3.83769, 1.14647, -0.19517], [3.13940, -0.98160, -3.99288], [2.03800, -0.12883, -4.55540], [2.01274, 1.10087, -3.82064], [3.36245, -1.81708, -4.65968], [2.96343, -1.35534, -2.98565], [4.04722, -0.37532, -3.94919], [1.05849, -0.60893, -4.44387], [2.20326, 0.06491, -5.61955], [1.48759, 1.74842, -4.29871], [2.47447, -4.73781, -1.62337], [1.44626, -3.61144, -1.60427], [0.19228, -4.01728, -1.10573], [2.62921, -5.12483, -0.60933], [3.48667, -4.40735, -1.87098], [2.16864, -5.54867, -2.28269], [1.35521, -3.18478, -2.60391], [1.87910, -2.80601, -0.99687], [0.33567, -4.45447, -0.25929], [5.06604, 1.44382, 2.47385], [3.57676, 1.20814, 2.57176], [3.34000, 0.15043, 3.48617], [5.27661, 2.29631, 1.82652], [5.53829, 0.57625, 2.00330], [5.50497, 1.53876, 3.46664], [3.19327, 0.96441, 1.56825], [3.02012, 2.10123, 2.88699], [2.44888, -0.18682, 3.28359], [1.05417, -2.31520, 4.18277], [0.40964, -1.78508, 2.94004], [0.68236, -0.37270, 2.77080], [0.98808, -3.40077, 4.25548], [0.60177, -1.87468, 5.06956], [2.12498, -2.09148, 4.17061], [-0.68172, -1.87783, 3.02151], [0.66876, -2.31156, 2.01691], [0.14763, -0.08482, 1.99560], [3.69586, -2.45650, 1.19379], [4.70753, -2.57906, 2.32094], [5.18557, -3.92356, 2.41996], [3.26453, -1.44970, 1.20446], [2.86469, -3.13639, 1.41114], [4.06082, -2.69461, 0.19549], [4.28881, -2.32210, 3.29104], [5.51247, -1.85545, 2.15888], [5.86664, -4.02756, 1.74668], [-6.24188, 1.46526, -2.08253], [-5.12000, 0.78170, -2.84214], [-4.13780, 0.36492, -1.88322], [-7.02585, 1.81952, -2.76369], [-5.92385, 2.35723, -1.54804], [-6.78052, 0.77119, -1.43592], [-4.67024, 1.49608, -3.53948], [-5.49017, -0.09484, -3.37898], [-3.45597, -0.15589, -2.35883], [-2.41545, 3.57534, -1.82214], [-1.25042, 3.54790, -2.77449], [-1.68795, 3.98629, -4.06291], [-2.08631, 3.29130, -0.81900], [-3.21060, 2.87596, -2.09128], [-2.89295, 4.55151, -1.72077], [-0.85012, 2.52998, -2.83510], [-0.48804, 4.22860, -2.37880], [-1.14246, 3.58538, -4.74293], [4.75244, 0.22993, -1.02629], [5.45050, -1.07172, -1.41927], [6.21363, -1.54806, -0.31186], [4.14917, 0.67983, -1.81503], [5.48831, 0.94196, -0.64421], [4.07808, 0.02936, -0.18877], [6.07645, -0.91424, -2.30348], [4.71146, -1.84638, -1.61951], [6.81089, -0.84130, -0.04337], [-3.39146, 1.00735, 5.32617], [-2.46702, 0.44996, 4.28076], [-1.17130, 0.22103, 4.83224], [-4.41260, 1.03968, 4.92952], [-3.14074, 2.01689, 5.64765], [-3.47696, 0.37846, 6.21467], [-2.34077, 1.17651, 3.46531], [-2.84808, -0.45699, 3.79781], [-0.56028, 0.08885, 4.08000], [2.43612, 3.44950, -0.74521], [2.12141, 4.02046, 0.62487], [3.37224, 4.33018, 1.25863], [1.51558, 3.31316, -1.31378], [2.93379, 2.48143, -0.69627], [3.11196, 4.11277, -1.28646], [1.68902, 3.26998, 1.29485], [1.46268, 4.88821, 0.55740], [3.22829, 4.48924, 2.19482], [0.76421, -0.02800, -0.97996], [-0.56042, -0.37805, -0.32360], [-0.84994, 0.53005, 0.74634], [0.75509, 0.92945, -1.49478], [0.98979, -0.81427, -1.70491], [1.59258, -0.01369, -0.26641], [-0.56866, -1.40414, 0.06039], [-1.37852, -0.30118, -1.04826], [-1.78111, 0.80968, 0.70512], [-2.95967, -3.41802, 0.05593], [-3.14028, -4.87879, -0.31602], [-3.89695, -5.52619, 0.70065], [-3.91743, -2.88882, 0.10521], [-2.32696, -2.85425, -0.62852], [-2.56286, -3.30955, 1.06767], [-2.13985, -5.32609, -0.32085], [-3.57013, -4.99568, -1.31346], [-3.58990, -6.43069, 0.78065], [-1.41887, 3.93830, 1.86100], [-1.02929, 4.29649, 3.28190], [-1.19071, 5.72736, 3.42947], [-2.45548, 4.22640, 1.66072], [-1.35745, 2.87378, 1.64308], [-0.83523, 4.50259, 1.13379], [0.03256, 4.06428, 3.41101], [-1.65359, 3.82968, 4.04637], [-0.57678, 5.99666, 4.11832]], "lowdin_charge": [-0.072, -0.287, -0.098, 0.077, 0.074, 0.078, 0.111, 0.099, 0.091, -0.069, -0.263, -0.129, 0.054, 0.065, 0.078, 0.101, 0.103, 0.050, -0.085, -0.297, -0.090, 0.087, 0.046, 0.078, 0.078, 0.117, 0.076, -0.075, -0.341, -0.074, 0.076, 0.071, 0.076, 0.099, 0.081, 0.087, -0.072, -0.326, -0.090, 0.070, 0.051, 0.081, 0.086, 0.100, 0.030, -0.056, -0.287, -0.126, 0.086, 0.083, 0.064, 0.111, 0.095, 0.051, -0.081, -0.298, -0.073, 0.057, 0.070, 0.048, 0.096, 0.096, 0.079, -0.082, -0.290, -0.129, 0.078, 0.070, 0.078, 0.109, 0.115, 0.046, -0.070, -0.312, -0.073, 0.057, 0.055, 0.089, 0.097, 0.104, 0.068, -0.076, -0.304, -0.088, 0.059, 0.082, 0.040, 0.112, 0.080, 0.086, -0.082, -0.330, -0.085, 0.068, 0.071, 0.078, 0.095, 0.099, 0.035, -0.063, -0.301, -0.093, 0.052, 0.051, 0.084, 0.095, 0.105, 0.076, -0.044, -0.257, -0.106, 0.055, 0.054, 0.067, 0.094, 0.102, 0.046, -0.082, -0.314, -0.071, 0.075, 0.039, 0.078, 0.098, 0.109, 0.078, -0.092, -0.285, -0.091, 0.080, 0.049, 0.062, 0.105, 0.104, 0.073]}

Stability check: which of them is most stable? version ii.

Version i
{"formula": "C3H10NPS2", "method": "wB97M-V/def2-TZVPD", "orbital_gap_ev": 7.96, "mol_weight_g_mol": 155.2, "species": ["C", "C", "C", "N", "P", "S", "S", "H", "H", "H", "H", "H", "H", "H", "H", "H", "H"], "xyz": [[-0.70190, 1.87056, -0.77377], [2.46061, -1.12757, -0.91481], [-1.22887, 1.15921, 0.45940], [-1.29719, -1.25132, 1.82667], [-0.69028, -0.60087, 0.41191], [-1.12978, -1.63774, -1.15985], [2.04320, -0.35508, 0.65143], [0.38463, 1.80189, -0.80123], [-1.09732, 1.40858, -1.67880], [-0.98503, 2.92094, -0.76570], [1.54029, -1.47577, -1.38612], [3.11864, -1.97022, -0.72314], [2.95103, -0.39539, -1.55131], [-2.32366, 1.15105, 0.49390], [-0.84334, 1.61017, 1.37475], [-0.95244, -0.84386, 2.68708], [-1.24859, -2.26457, 1.84960]], "lowdin_charge": [-0.181, -0.578, -0.413, -0.174, 0.250, 0.240, 0.432, 0.048, 0.056, 0.073, -0.052, 0.013, 0.015, 0.088, 0.081, 0.053, 0.048]}

Version ii
{"formula": "C3H10NPS2", "method": "wB97M-V/def2-TZVPD", "orbital_gap_ev": [3.74, 2.85], "mol_weight_g_mol": 155.2, "species": ["C", "C", "C", "N", "P", "S", "S", "H", "H", "H", "H", "H", "H", "H", "H", "H", "H"], "xyz": [[0.36064, 0.81787, -2.58566], [-0.31953, -1.65644, 2.08364], [-0.45973, -0.03581, -1.52319], [-0.39507, 1.68145, 0.54596], [-1.52831, 1.10266, -0.52281], [2.23225, -0.44992, 3.03288], [1.25521, -1.04609, 1.38958], [0.82278, 1.65307, -2.09309], [1.09637, 0.09062, -2.80867], [-0.16152, 1.22489, -3.32207], [-0.25975, -2.78817, 2.48506], [-1.03800, -1.60137, 1.22253], [-0.46861, -1.11794, 2.94772], [0.27501, -0.66199, -0.92709], [-1.18689, -0.72661, -2.04334], [0.48856, 1.10723, 0.87610], [-0.71343, 2.40652, 1.24246]], "lowdin_charge": [-0.116, -0.499, -0.477, -0.234, 0.992, -0.145, 0.103, 0.059, 0.067, 0.014, 0.084, 0.008, -0.047, 0.020, 0.075, 0.025, 0.072]}

Stability check: which of them is most stable? version i.